C5H8N2 | ωB97M-V/def2-TZVPD

Last column: Mulliken charge in e.
Atoms and positions in Å:
1 C -0.858735 1.448510 0.067981  -1.424
2 C -0.218024 0.095676 0.028125  1.506
3 C -1.099822 -1.085129 0.439524  -1.529
4 N 0.416934 -0.371440 -1.141516  -0.622
5 C 1.182875 -0.125536 0.511920  -0.577
6 C 2.327212 -0.154778 -0.355172  0.310
7 N 3.282208 -0.558741 -0.881525  -0.489
8 H -1.331027 1.612168 1.040468  0.362
9 H -1.624500 1.484443 -0.710650  0.354
10 H -0.119040 2.234779 -0.103831  0.363
11 H -1.929687 -1.118158 -0.273264  0.340
12 H -0.544000 -2.022780 0.315145  0.423
13 H -1.485919 -1.013954 1.454836  0.375
14 H 0.709624 0.452638 -1.702349  0.337
15 H 1.291906 -0.877693 1.310308  0.271

Atomic forces in eV per Å
C -0.1 0.2 0.0
C -0.5 0.2 -0.2
C -0.2 0.0 0.3
N -0.8 -0.4 -0.1
C 0.1 -0.8 -0.8
C 1.8 0.1 0.5
N -0.3 0.9 0.3
H 0.0 0.1 -0.1
H -0.1 0.2 0.1
H -0.1 -0.1 0.0
H 0.0 0.0 0.3
H -0.1 0.3 0.1
H 0.0 0.1 0.1
H 0.3 -0.4 0.5
H -0.2 -0.3 -0.8

HOMO (eV): -9.2066
Kohn-Sham gap (eV): 8.8
Energy relative to the best compared isomer or geometry (same formula, charge and spin) (kcal/mol): 98.0

C4H4N2O | ωB97M-V/def2-TZVPD

Last column: Mulliken charge in e.
Atoms and positions in Å:
1 C -0.220436 -1.019156 0.597715  -0.420
2 C -0.732917 -0.845570 -0.700170  -0.130
3 C 0.341945 -0.166122 1.469127  0.349
4 C -0.318113 1.323682 -1.803026  0.138
5 N 0.620162 0.359071 2.537657  -0.502
6 N 0.537807 1.978751 -2.429403  -0.450
7 O -0.408280 0.072881 -1.652289  -0.221
8 H -0.532397 -1.824004 1.241494  0.295
9 H -1.349513 -1.598377 -1.211132  0.370
10 H 1.659835 0.427464 2.726167  0.288
11 H 0.248690 2.851634 -2.867298  0.284

Atomic forces in eV per Å
C -0.3 1.6 0.2
C -0.6 -0.9 -0.9
C 0.0 -0.3 0.4
C -0.4 3.4 -0.2
N 1.6 0.6 -0.5
N 0.0 -0.7 -0.6
O 0.7 -2.8 0.7
H -0.3 -0.9 -0.6
H 0.5 0.2 0.8
H -1.3 -0.1 0.0
H 0.0 0.0 0.8

HOMO (alpha / beta) (eV): -7.1423 / -7.7291
Kohn-Sham gap (alpha / beta) (eV): 7.0 / 7.6
Energy relative to the best compared isomer or geometry (same formula, charge and spin) (kcal/mol): 137.5

C24H50N5O3SSi2 | ωB97M-V/def2-TZVPD

Last column: Mulliken charge in e.
Atoms and positions in Å:
1 C 1.077398 -1.320514 2.814807  -0.770
2 N 0.377162 -0.078533 2.556022  -0.127
3 C -1.088902 -0.159800 2.652400  -1.219
4 C -1.792318 0.546252 1.526422  0.651
5 C -1.804574 -0.056449 0.197684  0.559
6 C -1.061685 -1.359530 -0.026714  0.065
7 C -1.676247 -2.663570 0.483635  -0.175
8 O -1.053659 -3.700112 -0.302461  -0.483
9 C -3.197143 -2.765535 0.441306  -0.759
10 N -3.676892 -3.599865 1.559923  -0.623
11 C -2.412585 0.524274 -0.876892  0.200
12 Si -2.468480 -0.126709 -2.677467  0.139
13 C -1.101919 0.703219 -3.646308  -1.092
14 C -4.113521 0.305890 -3.458441  -1.259
15 C -2.366577 -1.989452 -2.865977  -0.908
16 C -2.994979 1.808505 -0.637933  0.658
17 N -3.569676 2.595613 -1.565691  -0.419
18 S -4.009762 3.927133 -0.810688  0.061
19 N -3.540883 3.616512 0.686539  -0.542
20 C -2.975781 2.397467 0.645285  0.693
21 C -2.370687 1.753340 1.753107  -0.010
22 C -2.344841 2.538558 3.024197  -1.623
23 C -1.356967 3.707360 2.914207  -0.656
24 O -0.349125 3.374690 1.976303  -0.244
25 Si 0.499399 4.515975 1.132664  0.470
26 C 0.775866 6.091772 2.100138  -1.234
27 C -0.348186 4.938613 -0.471576  -0.800
28 C 2.148230 3.742482 0.734060  -1.063
29 H 1.245698 -1.910404 1.903096  -0.002
30 H 0.506341 -1.945723 3.495862  0.370
31 H 2.044723 -1.149079 3.286238  0.360
32 H 0.621785 0.289596 1.649507  0.290
33 H -1.422723 -1.191350 2.678297  0.150
34 H -1.387138 0.265633 3.606233  0.454
35 H -0.875054 -1.494323 -1.085420  -0.063
36 H -0.084967 -1.285174 0.441747  -0.612
37 H -1.381369 -2.859343 1.508890  0.221
38 H -1.392099 -4.531935 0.047999  0.404
39 H -3.460150 -3.267911 -0.488004  0.555
40 H -3.652109 -1.778006 0.440253  0.232
41 H -4.387464 -4.244198 1.243002  0.261
42 H -4.123136 -3.033316 2.268487  0.249
43 H -1.133899 1.776659 -3.472049  0.366
44 H -0.103063 0.328718 -3.436800  0.226
45 H -1.322014 0.544910 -4.701821  0.380
46 H -4.911464 0.109454 -2.742606  0.346
47 H -4.177181 1.345341 -3.749239  0.319
48 H -4.284399 -0.343689 -4.315058  0.423
49 H -1.405099 -2.451800 -2.666419  0.269
50 H -2.607653 -2.186083 -3.910775  0.555
51 H -3.138626 -2.473921 -2.269273  0.174
52 H -2.115145 1.936020 3.895477  0.404
53 H -3.339973 2.951540 3.176846  0.497
54 H -1.899173 4.607087 2.625131  0.534
55 H -0.901962 3.884437 3.888066  0.451
56 H 1.699422 6.066509 2.673306  0.349
57 H 0.870393 6.898332 1.372789  0.364
58 H -0.035911 6.368796 2.768643  0.352
59 H -0.600479 4.039392 -1.032287  0.026
60 H -1.243890 5.543881 -0.343528  0.270
61 H 0.352691 5.515275 -1.075482  0.440
62 H 2.833571 4.501176 0.362912  0.371
63 H 2.037662 2.978988 -0.035227  0.232
64 H 2.570786 3.280099 1.623124  0.329
65 C 3.947265 -1.864699 -2.269758  -0.884
66 N 3.606047 -2.524386 -0.967843  0.356
67 C 2.175910 -2.969103 -1.048625  -1.156
68 C 3.752589 -1.531216 0.137945  -1.259
69 C 4.440741 -3.750529 -0.706281  -0.498
70 C 5.916145 -3.537689 -0.478906  -0.656
71 O 6.494574 -2.989740 -1.648798  -0.498
72 H 3.150943 -1.160875 -2.500620  0.337
73 H 4.892979 -1.346646 -2.175148  0.412
74 H 4.013518 -2.625345 -3.041165  0.347
75 H 1.548955 -2.097774 -1.213824  0.309
76 H 1.888205 -3.454071 -0.119520  0.384
77 H 2.075597 -3.663237 -1.878659  0.420
78 H 4.760999 -1.129878 0.140643  0.391
79 H 3.526550 -2.015871 1.084560  0.453
80 H 3.043742 -0.727484 -0.045685  0.581
81 H 4.277021 -4.412520 -1.555613  0.451
82 H 4.018900 -4.211894 0.186284  0.381
83 H 6.327299 -4.527632 -0.261026  0.411
84 H 6.096977 -2.905230 0.395749  0.363
85 H 7.445446 -2.907355 -1.524180  0.321

Atomic forces in eV per Å
C 0.1 0.0 0.0
N -0.1 -0.1 0.0
C 0.1 0.0 0.1
C 0.1 -0.2 -0.2
C 0.1 -0.3 0.2
C 0.1 0.1 0.3
C 0.1 -0.1 -0.2
O 0.0 0.0 0.1
C 0.0 -0.4 0.2
N -0.1 0.0 -0.2
C -0.1 0.1 -0.5
Si -0.2 0.2 0.0
C -0.2 0.0 0.0
C 0.1 -0.2 0.3
C 0.0 0.1 -0.2
C 0.0 -0.1 -0.3
N 0.2 -0.1 0.2
S -0.2 0.3 0.0
N 0.1 -0.2 -0.2
C -0.2 0.4 0.0
C -0.1 0.1 0.1
C -0.2 0.1 0.2
C 0.0 -0.2 0.0
O 0.2 0.2 0.2
Si 0.2 0.2 -0.1
C 0.0 0.0 -0.1
C 0.0 0.0 0.1
C -0.2 -0.1 0.0
H 0.0 -0.2 0.0
H -0.1 0.0 0.1
H 0.1 0.1 0.0
H 0.1 0.2 0.0
H 0.0 -0.4 0.0
H -0.1 0.0 0.0
H 0.0 0.1 0.0
H 0.2 0.0 0.0
H 0.0 0.2 0.3
H 0.1 -0.1 0.0
H -0.1 0.1 -0.1
H -0.1 0.1 0.0
H 0.0 0.0 0.0
H 0.1 0.0 0.1
H 0.1 0.1 0.1
H 0.1 0.0 0.1
H 0.1 0.0 -0.2
H -0.1 0.0 0.0
H 0.0 0.2 -0.1
H 0.0 0.0 -0.2
H 0.0 -0.1 0.1
H 0.0 0.0 -0.1
H 0.1 -0.1 0.0
H 0.1 -0.1 0.0
H -0.1 0.0 0.1
H 0.0 0.1 -0.2
H 0.0 0.1 0.1
H 0.1 -0.1 0.1
H 0.1 0.1 0.0
H -0.1 0.0 0.1
H -0.1 -0.1 -0.1
H -0.1 0.0 0.0
H 0.0 0.1 -0.1
H 0.1 0.1 0.0
H 0.0 -0.1 -0.1
H 0.1 0.0 0.1
C 0.0 0.1 0.0
N 0.0 0.1 0.0
C 0.0 0.0 0.1
C -0.1 0.0 -0.1
C 0.0 -0.1 0.0
C 0.1 0.1 -0.1
O 0.0 0.0 0.1
H 0.0 0.0 0.0
H 0.1 -0.1 0.0
H 0.0 0.0 0.0
H 0.0 0.0 0.0
H 0.0 0.0 0.0
H 0.0 0.0 0.0
H 0.0 0.0 0.0
H 0.0 0.0 0.0
H 0.0 0.0 0.1
H 0.0 0.0 0.0
H 0.0 -0.1 0.0
H 0.0 0.0 0.1
H 0.0 0.0 0.0
H 0.0 0.0 0.0

Charge: +1
HOMO (eV): -10.5117
Kohn-Sham gap (eV): 8.1

C7H9Cl | ωB97M-V/def2-TZVPD

Last column: Mulliken charge in e.
Atoms and positions in Å:
1 C 0.944798 -0.192592 0.292964  -0.025
2 C 1.531036 0.368322 -0.702988  0.512
3 C -1.329274 -0.433515 1.433910  -0.089
4 C -0.160338 -0.966178 1.134292  0.182
5 C 2.338904 0.409513 0.567869  -0.600
6 C 1.410065 0.832332 -2.081418  -1.316
7 C -2.430649 -1.191101 2.091007  -1.112
8 Cl 0.556513 -2.453960 1.491820  -0.184
9 H -1.601647 0.522485 1.026774  0.346
10 H 2.446141 1.338526 1.130992  0.202
11 H 3.283906 -0.242699 0.618341  0.174
12 H 0.471123 0.622146 -2.508636  0.326
13 H 2.112427 0.467270 -2.789530  0.349
14 H 1.646837 1.890139 -2.086534  0.315
15 H -2.554391 -2.069271 1.548914  0.336
16 H -2.355397 -1.545286 3.153395  0.285
17 H -3.440216 -0.675291 2.016149  0.300

Atomic forces in eV per Å
C -1.1 -0.7 2.6
C -0.4 -0.2 0.0
C -0.5 -0.8 0.5
C 2.9 2.9 -2.9
C 0.9 -1.2 -0.5
C 0.9 0.9 0.3
C -1.8 1.0 1.6
Cl -0.4 -1.2 0.8
H 0.4 0.4 -0.1
H -0.2 -0.1 -0.1
H -1.5 0.8 0.0
H -1.4 0.0 -0.3
H 1.0 -0.9 -0.3
H -0.4 0.5 0.0
H -0.3 -1.8 -1.0
H 0.5 0.7 -0.8
H 1.4 -0.3 0.1

HOMO (eV): -8.8955
Kohn-Sham gap (eV): 9.8
Energy relative to the best compared isomer or geometry (same formula, charge and spin) (kcal/mol): 66.3
SMILES string: C/C=C(\Cl)C1=C(C)C1

C2H9NO3Si | ωB97M-V/def2-TZVPD

Last column: Mulliken charge in e.
Atoms and positions in Å:
1 C -2.250277 0.432708 0.780654  -0.772
2 C 2.438703 0.397204 0.774346  -0.551
3 N 0.003919 0.639102 -1.843787  -1.081
4 O 0.430338 -2.019097 -0.614763  0.172
5 O -1.494137 -0.679647 0.380720  0.061
6 O 1.061897 0.163745 0.875926  0.035
7 Si 0.019476 -0.531325 -0.162334  -0.857
8 H -1.656641 1.246167 1.177718  0.278
9 H -2.964462 0.188444 1.615512  0.282
10 H -3.018513 0.805826 0.112675  0.356
11 H 2.655007 0.842095 1.630472  0.215
12 H 2.485171 1.088431 -0.145031  0.343
13 H 2.836181 -0.630266 0.746701  0.216
14 H 0.504666 0.146101 -2.553009  0.512
15 H -0.913012 0.656057 -2.255773  0.637
16 H -0.138316 -2.745548 -0.520027  0.152

Atomic forces in eV per Å
C -2.0 0.4 2.1
C -1.6 -1.6 -4.7
N -0.2 -1.6 2.2
O 1.9 1.4 -0.5
O -0.3 0.5 -0.2
O -3.0 -0.5 0.1
Si 1.0 0.7 0.5
H 0.3 0.2 -0.2
H 1.1 -0.5 -0.3
H 0.6 0.0 -1.2
H 1.6 2.2 3.5
H 1.2 -1.2 1.3
H 1.0 0.8 -0.6
H 1.8 -0.3 -1.6
H -2.0 1.1 -0.7
H -1.5 -1.6 0.1

Multiplicity: 3
HOMO (alpha / beta) (eV): -3.5965 / -11.3134
Kohn-Sham gap (alpha / beta) (eV): 4.5 / 7.6
Energy relative to the best compared isomer or geometry (same formula, charge and spin) (kcal/mol): 3.6

C5H7NO | ωB97M-V/def2-TZVPD

Last column: Mulliken charge in e.
Atoms and positions in Å:
1 C -2.482595 -0.041976 0.395622  -0.966
2 C -0.474953 -0.243165 -0.342182  0.324
3 C -1.489752 -1.011081 -0.253664  -0.400
4 O 1.903676 -1.426800 0.283030  -0.603
5 C 1.854492 -0.239232 0.027559  0.654
6 N 2.974426 0.548858 -0.032314  -0.438
7 C 0.615062 0.453451 -0.321624  -0.512
8 H -2.251357 0.495822 1.323480  0.351
9 H -3.207873 -0.794974 0.520054  0.332
10 H -2.896197 0.696138 -0.304952  0.263
11 H -1.889872 -1.614635 -1.065666  0.238
12 H 3.813616 0.153687 0.356336  0.246
13 H 2.896658 1.546732 0.025030  0.210
14 H 0.634665 1.477175 -0.610710  0.302

Atomic forces in eV per Å
C -1.5 -0.5 0.6
C 1.7 -1.0 -1.1
C -0.4 2.0 -1.0
O 0.2 0.1 0.0
C 0.5 -0.2 0.6
N 0.3 -0.1 0.1
C 0.4 0.3 0.2
H 0.3 -0.6 -0.2
H -2.1 0.0 1.2
H 0.4 -0.3 0.0
H 0.4 -0.2 0.3
H 0.0 -0.1 -0.1
H -0.1 0.1 0.0
H 0.0 0.6 -0.6

HOMO (eV): -8.8743
Kohn-Sham gap (eV): 9.7
Energy relative to the best compared isomer or geometry (same formula, charge and spin) (kcal/mol): 66.1
SMILES string: CC=C=CC(N)=O

C13H15N2O3PSYb | ωB97M-V/def2-TZVPD

Last column: Mulliken charge in e.
Atoms and positions in Å:
1 C -1.420452 -1.896563 -5.818544  0.194
2 C -0.716212 -1.567763 -4.897074  -1.084
3 C 0.195606 -1.095113 -3.812105  -0.274
4 C -0.511409 -0.785428 -2.469030  0.199
5 C -1.884425 -0.800756 -2.429968  -0.667
6 C -2.582392 -0.468011 -1.185986  0.093
7 N -3.896445 -0.420901 -0.979830  -0.614
8 S -4.057829 0.035646 0.592025  0.130
9 N -2.490410 0.130405 1.047525  -0.491
10 C -1.710562 -0.164654 -0.023996  0.966
11 C -0.264577 -0.183966 -0.039279  0.000
12 C 0.600772 0.096856 1.192108  -0.312
13 C -0.127713 -0.166727 2.528865  -1.359
14 O -0.399256 1.082743 3.293260  -0.133
15 C 0.865870 1.636995 3.830052  -0.268
16 C 0.994247 3.065274 3.182081  -1.076
17 C 0.341018 -0.476252 -1.278295  -0.227
18 P 2.179286 -0.509468 -1.593599  0.179
19 O 3.016416 0.389245 -0.449179  -0.424
20 O 2.677829 -2.106909 -1.591137  -0.454
21 H -1.818940 -2.263384 -6.760855  0.453
22 H 0.736983 -0.170490 -4.111757  0.421
23 H 0.976573 -1.863567 -3.625538  0.401
24 H -2.518077 -1.042381 -3.297303  0.357
25 H 1.070073 1.103426 1.128673  0.312
26 H 1.459029 -0.607381 1.151299  0.349
27 H 0.589681 -0.738189 3.177951  0.593
28 H -1.025987 -0.816202 2.444960  0.843
29 H 0.869786 1.696734 4.978710  0.521
30 H 1.752789 1.055784 3.521654  0.222
31 H -0.048479 3.422075 3.039988  0.276
32 H 1.579077 3.763846 3.805505  0.409
33 H 1.482416 3.010838 2.189987  0.313
34 H 3.608178 -0.216970 0.039251  0.316
35 H 1.866084 -2.637663 -1.686271  0.409
36 Yb -1.388549 0.508868 4.905851  1.426

Atomic forces in eV per Å
C 0.7 -0.2 -0.3
C 0.3 0.4 0.3
C -0.3 -0.1 0.2
C 0.1 0.0 -0.1
C -0.6 0.3 0.9
C 2.4 -0.3 -0.5
N 1.0 0.6 1.4
S 0.5 -0.4 -0.8
N -0.1 0.0 -0.4
C -1.7 0.3 0.2
C 0.2 -0.2 -1.8
C -0.3 -0.7 -0.4
C 1.6 -1.1 0.3
O 2.4 0.1 -2.4
C 0.9 2.1 -0.8
C -0.4 -0.4 0.5
C -1.4 -1.0 1.7
P 0.8 1.8 -3.2
O -0.6 -2.1 0.6
O -1.2 0.9 1.2
H -0.1 0.3 0.8
H -0.3 -0.6 0.0
H -0.4 0.4 -0.4
H 0.7 0.1 0.3
H -0.5 -0.5 0.3
H -0.6 0.4 0.1
H -0.4 0.4 -0.3
H 0.2 1.0 -0.2
H -0.4 -0.2 -1.1
H -0.7 -0.2 0.3
H 0.8 0.2 0.1
H -0.4 -0.4 -0.2
H -0.3 -0.1 0.6
H 0.0 0.4 0.0
H 0.5 -0.3 0.2
Yb -2.3 -1.0 2.8

Charge: +2
HOMO (eV): -12.8265
Kohn-Sham gap (eV): 3.5

C4H11N2O | ωB97M-V/def2-TZVPD

Last column: Mulliken charge in e.
Atoms and positions in Å:
1 N -0.479940 1.809767 -2.778079  -0.747
2 C 0.100634 1.908015 -1.421189  -0.435
3 O 0.809239 0.819407 -1.020272  -0.878
4 H 0.311201 1.664843 -3.398257  0.267
5 H -1.037749 0.964262 -2.818024  0.273
6 H 0.727891 2.822732 -1.386961  0.253
7 H -0.769918 2.130422 -0.757814  0.267
8 C -0.384801 0.081510 2.767371  -0.921
9 C -0.153873 -0.310889 1.505881  0.282
10 N -0.331062 -1.649311 1.109745  -0.337
11 C 0.482556 -2.106841 -0.023775  -0.737
12 H -0.724187 -0.670716 3.482693  0.203
13 H -0.235103 1.075617 3.159326  0.291
14 H -0.020692 0.401694 0.652004  0.191
15 H -0.288502 -2.265358 1.908785  0.234
16 H 0.084465 -3.040158 -0.443567  0.272
17 H 0.390009 -1.347918 -0.802755  0.289
18 H 1.519832 -2.287078 0.264893  0.232

Atomic forces in eV per Å
N 0.0 0.7 -0.3
C 0.5 -0.8 0.7
O -0.4 0.4 -0.3
H -0.1 -0.2 -0.1
H 0.2 -0.1 0.1
H -0.1 0.2 -0.3
H -0.1 0.0 0.0
C 0.1 -0.6 0.2
C -1.0 0.3 -0.4
N 0.3 0.4 -0.1
C -0.7 -0.1 0.0
H 0.2 0.1 0.1
H -0.2 0.2 -0.4
H 0.7 -0.7 0.5
H 0.0 -0.1 0.0
H -0.1 0.0 0.3
H 0.5 0.2 0.1
H 0.2 0.2 -0.2

Charge: -1
HOMO (eV): -2.8689
Kohn-Sham gap (eV): 7.0
Energy relative to the best compared isomer or geometry (same formula, charge and spin) (kcal/mol): 32.3